1.
Entry from the OMol25 dataset: C3H6N2O2S2 as an isolated structure (ωB97M-V/def2-TZVPD).

Values from the calculation:
**Energy**: -1174.147946 hartree
**Strongest force on any atom**: 0.083 hartree/bohr
**LUMO level**: 0.53 eV
**Gap between HOMO and LUMO**: 0.3027 Ha
**Net charge**: 0

Last column: Mulliken charge in e.
Element x y z (Å)
C (0.556320, 0.334629, 2.201015)  -0.5528
C (0.489420, 1.574813, 1.613143)  -0.1225
C (-0.469233, -0.621877, 1.741767)  -0.4714
N (-0.565110, 1.789510, 0.814858)  -0.5612
N (-0.636177, 0.590047, -3.047153)  -0.4776
O (0.887210, -0.907827, -1.731334)  -0.5535
O (-1.255419, -0.343052, -0.822888)  -0.3334
S (-1.552371, 0.499541, 0.643520)  0.3778
S (0.132548, 0.307339, -1.606082)  0.6479
H (1.369259, 0.169237, 2.796042)  0.4538
H (1.025173, 2.521378, 1.810762)  0.4040
H (-0.087358, -1.312381, 0.995190)  0.2484
H (-1.001848, -1.254014, 2.450755)  0.4159
H (-0.380075, -0.231523, -3.561575)  0.2609
H (-0.547535, 1.431023, -3.576958)  0.2638

Force components x, y, z for each atom (eV/Å):
-0.29 2.53 -1.49
0.20 -1.60 1.43
-0.33 0.17 -0.77
-3.89 -0.19 -1.79
0.09 -1.25 0.25
0.98 -0.77 -0.74
0.43 1.34 0.40
1.91 0.62 0.83
-1.07 0.77 0.79
1.68 -1.10 1.72
0.30 -1.10 0.07
0.12 -0.18 -0.24
-0.21 0.50 0.29
-0.32 -0.40 -0.95
0.39 0.67 0.21


2.
Entry from the OMol25 dataset: a single C3H6N2O3 molecule (ωB97M-V/def2-TZVPD).

Values from the calculation:
**Energy**: -452.961775 hartree
**Strongest force on any atom**: 0.139 hartree/bohr
**LUMO level**: 0.32 eV
**Gap between HOMO and LUMO**: 0.3611 Ha
**Net charge**: 0

Last column: Mulliken charge in e.
Element x y z (Å)
C (2.045820, -0.517960, 0.336384)  -0.4836
C (-1.121362, 0.778845, -0.032542)  0.6451
C (-1.654093, -1.421223, -0.376902)  0.2544
H (1.497499, -1.005197, 1.121988)  0.2724
H (2.859688, 0.354048, 0.566618)  0.2260
H (2.470430, -1.565979, -0.080815)  0.2420
H (0.701542, 1.949168, -0.516366)  0.2834
H (-1.385222, 2.795191, 0.642924)  0.2609
H (-1.939102, -2.249196, -1.141150)  0.3192
N (0.277686, 0.932852, -0.038906)  -0.3101
N (-1.717090, 1.863240, 0.355781)  -0.6953
O (1.073312, -0.123903, -0.752971)  -0.2760
O (-1.517598, -0.184034, -0.933370)  -0.2525
O (-1.591513, -1.605852, 0.849321)  -0.4858

Force components x, y, z for each atom (eV/Å):
1.29 -1.56 -2.92
2.01 6.86 -0.51
-0.75 -1.27 2.64
-0.41 1.08 1.05
-2.20 -2.44 -0.44
0.04 2.79 0.34
-2.15 -3.89 1.84
0.71 -1.64 0.10
0.70 1.63 1.07
3.79 1.41 -2.49
-2.00 -3.41 -1.39
0.25 1.15 3.34
-1.37 -1.11 1.17
0.09 0.42 -3.81


3.
Entry from the OMol25 dataset: C3H6N2O3 as an isolated structure (ωB97M-V/def2-TZVPD).

Values from the calculation:
**Energy**: -452.952218 hartree
**Strongest force on any atom**: 0.092 hartree/bohr
**LUMO level**: -3.43 eV
**Gap between HOMO and LUMO**: 0.1767 Ha
**Net charge**: 0

Last column: Mulliken charge in e.
Element x y z (Å)
O (-0.137904, 0.298836, 1.770678)  -0.4840
C (-0.404165, -0.231411, 0.730858)  0.4564
N (0.233325, -1.229961, 0.114316)  -0.3786
C (-1.647980, 0.332333, 0.012636)  -0.0050
N (-2.350138, -0.521019, -0.664734)  -0.4676
C (2.497709, 0.747556, 0.092256)  0.1118
O (2.762331, -0.473265, 0.231315)  -0.6985
O (1.507861, 1.258494, -0.472596)  -0.6523
H (1.275250, -1.082099, 0.005787)  0.3332
H (-0.330119, -1.816939, -0.472426)  0.2027
H (-1.412380, 0.199163, -1.221189)  0.3728
H (-2.119133, 1.176252, 0.524842)  0.4843
H (-3.156545, -0.082223, -1.148404)  0.3398
H (3.281892, 1.424287, 0.496655)  0.3850

Force components x, y, z for each atom (eV/Å):
-0.46 0.57 0.50
1.08 -0.18 -0.53
-0.99 -0.14 0.16
-0.19 0.07 4.72
0.22 0.64 -3.61
0.48 0.26 -0.34
-0.67 -0.33 -0.13
-0.19 0.11 0.03
0.80 -0.28 0.38
0.30 -0.03 -0.48
-0.18 -1.22 -0.93
0.35 0.75 -0.71
-0.37 -0.39 0.93
-0.17 0.17 0.01


4.
Entry from the OMol25 dataset: a single C3H6N2O3 molecule (ωB97M-V/def2-TZVPD).

Values from the calculation:
**Energy**: -453.042125 hartree
**Strongest force on any atom**: 0.146 hartree/bohr
**LUMO level**: 0.59 eV
**Gap between HOMO and LUMO**: 0.3747 Ha
**Net charge**: 0

Last column: Mulliken charge in e.
Element x y z (Å)
C (1.859326, 0.232378, 0.005124)  0.3749
C (0.926118, -1.010250, 0.400869)  -0.1639
C (-2.136911, 0.267473, -0.286485)  0.0543
H (1.236069, 2.318111, -0.090674)  0.1787
H (0.127901, 1.403056, 0.657495)  0.2587
H (1.492299, -1.483367, 1.144615)  0.2948
H (0.922551, -1.644104, -0.588405)  0.2685
H (-1.874208, -1.709475, -0.650594)  0.2540
H (-3.051363, 0.442059, -1.075933)  0.2903
N (1.010757, 1.393949, 0.069125)  -0.3169
N (-1.336589, -0.860550, -0.377719)  -0.1455
O (3.079561, 0.190129, -0.280766)  -0.6093
O (-0.343398, -0.771266, 0.653726)  -0.2418
O (-1.912111, 1.231854, 0.419623)  -0.4968

Force components x, y, z for each atom (eV/Å):
-0.19 2.24 0.23
3.81 -0.63 -6.43
-1.32 2.23 -1.25
1.66 1.85 -0.70
1.40 -0.87 -1.23
0.06 -1.14 1.46
0.79 0.71 1.81
1.29 0.14 1.05
2.00 -1.52 1.56
-0.65 -3.19 1.34
0.04 1.46 -0.29
-4.00 -0.10 0.73
-4.81 -0.19 2.04
-0.09 -0.98 -0.32


5.
Entry from the OMol25 dataset: a 2-piece molecular cluster, C3H6N2O3S overall (ωB97M-V/def2-TZVPD).

Values from the calculation:
**Energy**: -851.062871 hartree
**Strongest force on any atom**: 0.172 hartree/bohr
**LUMO level**: -1.48 eV
**Gap between HOMO and LUMO**: 0.2952 Ha
**Net charge**: 0

Last column: Mulliken charge in e.
Element x y z (Å)
C (-0.433175, 0.403901, -0.998740)  -0.0017
C (-0.223040, -0.975598, -0.162860)  -0.7655
C (-1.535509, 1.284478, -0.338522)  0.4343
H (-0.145199, 0.966208, -3.247077)  0.3095
H (-0.189409, -0.917930, -2.515877)  0.3403
H (0.426134, 1.031184, -0.778530)  0.2923
H (0.738951, -1.526499, -0.699918)  0.3826
H (-0.975402, -1.649451, -0.006694)  0.5621
H (-2.684029, 2.476010, -0.703592)  0.4315
N (-0.744526, 0.074839, -2.374521)  -0.7156
N (2.092137, -1.856514, 0.908090)  0.0138
O (3.231864, -1.565802, 1.504648)  -0.2552
O (-1.575940, 2.511227, -1.092826)  -0.4595
O (-2.349843, 0.797879, 0.522948)  -0.5497
S (0.756086, -0.383182, 1.233704)  -0.0192

Force components x, y, z for each atom (eV/Å):
-0.62 -1.10 2.05
5.55 2.93 -2.48
-1.24 -2.88 -0.14
-2.24 -3.66 3.61
-1.62 3.48 -0.14
0.73 -0.31 -0.60
-2.89 1.03 0.67
-2.22 -1.18 0.51
3.91 1.69 -2.05
3.56 0.23 -3.77
6.03 4.48 4.69
-7.31 -2.25 -3.85
-6.08 -3.19 4.76
3.11 3.56 -3.65
1.35 -2.84 0.40


6.
Entry from the OMol25 dataset: a single C3H6N2OS molecule (ωB97M-V/def2-TZVPD).

Values from the calculation:
**Energy**: -700.867868 hartree
**Strongest force on any atom**: 0.047 hartree/bohr
**LUMO level**: 0.46 eV
**Gap between HOMO and LUMO**: 0.3422 Ha
**Net charge**: 0

Last column: Mulliken charge in e.
Element x y z (Å)
C (-1.426267, -1.315523, 0.490622)  -1.1350
C (-1.539702, 0.129280, -0.036908)  0.6049
C (0.952648, 0.441884, -0.093290)  0.4034
H (-2.523149, -1.505264, 0.598142)  0.2990
H (-1.060067, -2.002495, -0.279465)  0.3306
H (-0.881123, -1.428516, 1.410411)  0.3565
H (-0.562462, 1.834183, -0.517568)  0.2677
H (2.615289, 1.276908, 0.806558)  0.2192
H (1.396450, 2.396008, 0.325717)  0.1860
N (-0.381188, 0.853973, -0.325138)  -0.1960
N (1.672155, 1.445115, 0.439013)  -0.3889
O (-2.635662, 0.620662, -0.187751)  -0.5759
S (1.571469, -1.072724, -0.237591)  -0.3716

Force components x, y, z for each atom (eV/Å):
-2.02 0.57 -1.17
0.28 -1.11 0.12
-0.72 0.05 0.83
0.98 -0.30 0.41
0.16 0.30 0.29
0.24 0.02 0.25
0.05 -0.18 0.09
-0.77 -0.05 -0.72
-0.25 0.44 0.18
0.24 -0.42 -0.24
1.33 0.17 0.28
0.52 0.46 -0.12
-0.05 0.07 -0.19


7.
Entry from the OMol25 dataset: C3H6N2OS as an isolated structure (ωB97M-V/def2-TZVPD).

Values from the calculation:
**Energy**: -700.647527 hartree
**Strongest force on any atom**: 0.101 hartree/bohr
**LUMO level**: 0.65 eV
**Gap between HOMO and LUMO**: 0.3247 Ha
**Net charge**: 0

Last column: Mulliken charge in e.
Element x y z (Å)
C (-0.945923, 0.631815, -0.631797)  0.1850
C (1.154038, 0.441850, 0.879222)  0.3075
C (2.245166, -0.323217, 1.414451)  -0.7988
H (-2.854396, 0.378049, -2.981081)  0.3483
H (-0.993158, 1.749127, -0.308575)  0.2096
H (-1.183914, -2.028769, 0.636946)  0.1600
H (0.837744, 1.653853, 1.390250)  0.1425
H (2.969467, 0.135199, 2.130634)  0.2381
H (2.577830, -1.428969, 1.095806)  0.1427
N (-1.681890, -0.134142, -1.464654)  -0.3248
N (0.139657, -0.112353, -0.005438)  0.0237
O (-2.398176, 0.879083, -2.213300)  -0.4416
S (0.133556, -1.841525, 0.057534)  -0.1921

Force components x, y, z for each atom (eV/Å):
0.86 -3.17 -0.20
0.72 0.61 2.72
-1.43 0.74 -1.67
1.16 0.98 2.12
-0.09 -2.09 -1.24
1.84 0.40 -0.81
1.30 -4.01 -1.91
-1.03 -0.12 -0.75
-1.26 2.86 0.56
1.67 4.66 1.61
0.11 0.82 1.27
-1.57 -1.75 -1.72
-2.30 0.08 0.04


8.
Entry from the OMol25 dataset: a single C3H6N2OS molecule (ωB97M-V/def2-TZVPD).

Values from the calculation:
**Energy**: -700.679787 hartree
**Strongest force on any atom**: 0.101 hartree/bohr
**LUMO level (alpha / beta)**: -0.38 / -0.62 eV
**Gap between HOMO and LUMO (alpha / beta)**: 0.2811 / 0.2682 Ha
**Net charge**: 0

Last column: Mulliken charge in e.
Element x y z (Å)
C (0.612047, 1.077432, -0.310686)  0.7179
C (-0.304080, 2.244427, -0.415996)  -1.1012
C (0.596036, -2.390705, -0.016596)  -0.6204
N (1.769874, 1.284479, 0.163883)  -0.2806
N (0.950302, -1.187566, -0.697506)  -0.4076
O (0.046969, -0.182204, -0.444360)  -0.1100
S (2.819488, 0.087519, 0.129357)  -0.0216
H (-0.261642, 2.772568, -1.317888)  0.2899
H (0.018303, 3.095416, 0.229042)  0.3164
H (-1.283525, 1.999011, -0.263369)  0.3494
H (1.433828, -2.914708, 0.207713)  0.2825
H (-0.078541, -2.076398, 0.878350)  0.3167
H (0.084585, -2.889423, -0.769856)  0.2685

Force components x, y, z for each atom (eV/Å):
-0.44 1.38 1.05
1.85 1.01 0.92
-3.27 3.57 1.94
-0.74 -0.14 -1.00
2.62 1.87 -0.71
0.06 0.38 0.09
0.42 -2.13 0.11
0.19 0.10 -2.10
-0.18 -1.16 0.27
-2.63 -0.66 0.64
2.51 -1.47 1.02
1.14 -1.23 -1.23
-1.51 -1.54 -1.00


9.
Entry from the OMol25 dataset: a 2-piece molecular cluster, C3H6N2OS overall (ωB97M-V/def2-TZVPD).

Values from the calculation:
**Energy**: -700.840835 hartree
**Strongest force on any atom**: 0.087 hartree/bohr
**LUMO level**: 0.70 eV
**Gap between HOMO and LUMO**: 0.3636 Ha
**Net charge**: 0

Last column: Mulliken charge in e.
Element x y z (Å)
C (1.953934, -1.789172, 1.045938)  0.2870
C (-1.211686, -0.331283, -0.530476)  -0.8507
C (-0.578932, 0.880334, -0.111468)  0.6086
N (1.458569, -1.070381, 1.837589)  -0.2421
N (-0.360235, 1.773451, -1.131920)  -0.4457
O (-0.089326, 1.075612, 0.993283)  -0.6221
S (2.726970, -2.768169, 0.085562)  -0.3623
H (-2.105243, -0.052915, -1.143718)  0.4045
H (-0.461059, -0.986755, -1.066979)  0.1916
H (-1.614631, -0.973986, 0.369690)  0.2314
H (0.110608, 2.562921, -0.846012)  0.2530
H (-1.242053, 1.880586, -1.741506)  0.2308
H (1.413083, -0.200243, 2.240016)  0.3161

Force components x, y, z for each atom (eV/Å):
0.55 0.52 0.50
-2.34 -3.61 0.68
2.28 1.60 1.31
-0.03 -2.40 -0.85
-3.61 -1.80 -1.98
-0.32 0.00 -0.23
-0.16 -0.34 -0.37
0.81 -0.71 0.05
-1.02 0.84 0.27
0.91 1.44 -1.66
0.87 2.26 0.54
2.41 0.13 1.05
-0.35 2.06 0.69